ORCA calculation (ωB97M-V/def2-TZVPD) on a structure of composition C17H31N3P2Re at a distorted geometry.

XYZ file:
```
54
C17H31N3P2Re (ωB97M-V/def2-TZVPD)
P 0.1566 -2.3122 -1.2142
P -0.2241 1.5432 -1.8635
C -0.4061 -1.2748 -2.5634
C 0.2367 0.0894 -2.8539
H -1.4501 -1.1469 -2.3199
H -0.4305 -1.8587 -3.4810
H 1.3235 0.0041 -2.7848
H -0.0263 0.3967 -3.8757
C -1.5178 2.4389 -2.8067
H -2.0366 3.1646 -2.1654
H -2.2618 1.7289 -3.1880
H -1.1063 3.0027 -3.6644
C 1.1336 2.7821 -2.1601
H 0.9004 3.4510 -3.0081
H 2.0883 2.2761 -2.3623
H 1.2749 3.4292 -1.2792
C -1.1382 -3.6126 -1.0353
H -1.0786 -4.1352 -0.0624
H -0.9657 -4.3286 -1.8382
H -2.1167 -3.1406 -1.1563
C 1.7101 -3.0799 -1.7170
H 2.4669 -2.3397 -2.0247
H 1.5106 -3.7472 -2.5682
H 2.1706 -3.6881 -0.9286
Re -0.1703 -2.0364 0.8860
C 0.7897 2.5245 2.1147
C -0.5596 2.4616 2.0825
C -1.4353 2.2375 0.8824
C -2.0890 0.8430 0.3787
C -1.5347 -0.5284 0.3951
C 1.2174 -0.6137 0.7257
C 1.2852 0.7741 0.2024
C 1.8123 1.8898 1.1874
C 1.1770 -3.0473 2.2416
H 1.2632 2.7281 3.0853
H -1.0886 2.5978 3.0378
H -0.9158 2.6547 -0.0024
H -2.3252 2.8777 1.0152
H -3.1587 0.8193 0.7046
H -2.3036 1.0159 -0.6951
H -2.4636 -1.1915 0.4525
H 2.1763 -1.0346 1.0394
H 0.2805 1.1074 -0.1949
H 2.0677 0.7195 -0.5982
H 2.5982 1.4017 1.8023
H 2.3763 2.6256 0.6018
H 1.7302 -2.2461 2.7663
H 1.9489 -3.7395 1.9214
H 0.5808 -3.5402 3.0360
N -0.5933 -1.3326 2.7122
C -0.5239 -0.7140 3.7089
N -0.9596 -0.4421 4.8636
C -0.7202 0.4373 5.7991
N -0.6755 1.1085 6.7688
```

The charge is +2. For the HOMO-LUMO gap (spin up / spin down), the calculation gives 6.493 / 4.072 eV. The expectation value of S² is 3.8677. The calculation puts the electronic energy at -43281.69988 eV. As for the LUMO energy (spin up / spin down): -7.70 / -9.63 eV. The energy relative to the best compared isomer or geometry (same formula, charge and spin) comes out at 5.222 eV. Its multiplicity is 4. The HOMO energy (spin up / spin down) is -14.1978 / -13.7056 eV.